Here is C13H11AuI2N2O5Se as an isolated structure from OMol25. Energies are from wB97M-V/def2-TZVPD.

Calculated values
HOMO energy (alpha / beta) = -8.62 / -9.15 eV
Gap between HOMO and LUMO (alpha / beta) = 8.46 / 6.17 eV
Energy relative to the best compared isomer or geometry (same formula, charge and spin) = 0.418 eV
⟨S²⟩ = 2.0465
F_max = 0.0063 hartree/bohr
2S+1 = 3
Charge = 0

Cartesian coordinates (Å):
1 Au 1.0877 -0.3110 -0.9060
2 I -6.0323 -0.6528 -1.0419
3 C -4.1104 -0.2509 -1.7053
4 C -3.6242 -0.8986 -2.8421
5 C -2.3526 -0.6231 -3.2831
6 I -1.5324 -1.5973 -4.9054
7 C -1.5082 0.3392 -2.5917
8 O -0.3655 0.6275 -2.9769
9 C -2.0528 0.9492 -1.3828
10 C -1.1482 1.8644 -0.6137
11 N -0.1687 1.0777 0.1760
12 C 0.6628 1.9457 1.0450
13 C 1.6361 1.1184 1.8493
14 C 1.7375 1.2015 3.2255
15 C 2.6383 0.3616 3.8703
16 C 3.3769 -0.5389 3.1252
17 C 3.2092 -0.5606 1.7464
18 N 2.3771 0.2729 1.1327
19 C -3.3197 0.6630 -0.9757
20 H -4.2363 -1.6194 -3.3649
21 H -1.7308 2.5021 0.0572
22 H -0.5868 2.4924 -1.3050
23 H -0.6895 0.4343 0.7717
24 H 0.0266 2.5399 1.7065
25 H 1.2103 2.6267 0.3902
26 H 1.1210 1.8957 3.7815
27 H 2.7415 0.3999 4.9467
28 H 4.0620 -1.2294 3.5957
29 H 3.7243 -1.2771 1.1179
30 H -3.7284 1.1274 -0.0868
31 O 1.1175 -4.2366 -1.9359
32 Se 1.5333 -3.1003 -0.8959
33 O 2.2241 -1.7551 -1.7319
34 O 0.1838 -2.2603 -0.2911
35 O 2.5165 -3.5278 0.2983